## A
This record from OMol25 describes a 2-piece molecular cluster, C5H14O2 overall. The level of theory is ωB97M-V/def2-TZVPD.

Atoms and positions in Å:
C (-0.65828, -0.46370, -1.15927)
O (-1.13130, -1.48138, -0.25524)
C (0.88577, -0.00169, -0.95027)
C (1.05666, 0.57643, 0.46638)
C (0.13393, 1.73926, 1.00587)
C (-0.25355, 2.67158, -0.15000)
H (-0.83510, -0.75595, -2.15913)
H (-1.33054, 0.36475, -1.02480)
H (-0.55441, -1.71711, 0.45621)
H (1.52471, -0.89898, -0.94013)
H (1.18852, 0.71248, -1.78662)
H (1.01446, -0.34978, 1.11003)
H (2.12251, 0.80469, 0.61037)
H (-0.90981, 1.56284, 1.47073)
H (0.72820, 2.32525, 1.71600)
H (-1.25941, 2.35760, -0.67167)
H (0.42883, 2.79906, -1.09722)
H (-0.71048, 3.66646, 0.30414)
H (-0.11440, -4.58430, 0.36714)
H (-0.91503, -5.07695, 1.46293)
O (-0.41127, -4.25055, 1.22456)

As for the LUMO energy: 0.778 eV. The value obtained for the frontier orbital gap is 10.6 eV. As for the SMILES: CCCCCO.O.

=====

## B
This record from OMol25 describes a 3-piece molecular cluster, C5H14O2 overall. The level of theory is ωB97M-V/def2-TZVPD.

Atoms and positions in Å:
C (-2.68204, -0.88004, -2.18612)
C (-1.47218, -1.30708, -1.51477)
C (-1.69673, -1.64188, -0.06655)
C (-0.61073, -1.59962, 0.83621)
C (0.06475, -2.63389, 1.40054)
H (-2.41400, -0.33000, -3.11589)
H (-3.42101, -0.19558, -1.61830)
H (-3.27208, -1.73508, -2.56338)
H (-0.73227, -0.48739, -1.54872)
H (-1.03767, -2.18178, -2.00333)
H (-2.17842, -0.73303, 0.34792)
H (-2.45359, -2.28420, 0.15629)
H (-0.24321, -0.57515, 0.97840)
H (0.21721, -3.68331, 0.80449)
H (0.58513, -2.64682, 2.38254)
H (3.52554, 6.45945, 1.67716)
H (4.69241, 6.17777, 0.46094)
O (3.78761, 5.96696, 0.81327)
H (3.84307, 1.23250, 1.76100)
H (2.60764, 1.69658, 1.06273)
O (2.89056, 1.38160, 1.93557)

As for the LUMO energy: 0.799 eV. The value obtained for the frontier orbital gap is 9.4 eV. As for the SMILES: C=CCCC.O.O.

=====

Pick the most stable structure from those above. Pick: A